# C33H91F6N6O16S2Sr

A molecular structure, C33H91F6N6O16S2Sr at a distorted geometry (wB97M-V/def2-TZVPD, the Open Molecules 2025 dataset).

Electronic energy: -116190.35170 eV
Total charge: +1
Orbital gap: 3.699 eV
2S+1: 1
E_HOMO: -10.22 eV

Cartesian coordinates (Å):
1 Sr 20.12 18.98 22.70
2 S 22.92 15.02 22.34
3 S 21.25 13.94 24.01
4 F 19.20 12.62 25.15
5 F 19.01 14.75 25.37
6 F 22.27 15.36 19.83
7 F 21.58 13.38 20.58
8 F 23.67 13.78 20.14
9 F 18.55 13.81 23.45
10 O 31.23 15.01 21.00
11 O 20.58 12.32 31.49
12 O 21.98 14.16 25.25
13 O 28.89 10.34 17.27
14 O 27.96 13.00 28.19
15 O 11.95 14.35 25.91
16 O 18.40 17.08 18.99
17 O 21.51 12.65 23.36
18 O 22.55 21.33 20.99
19 O 18.74 23.04 28.81
20 O 23.74 18.72 28.25
21 O 23.96 14.20 23.01
22 O 27.01 19.38 15.79
23 O 23.90 6.58 23.86
24 O 16.24 9.45 21.40
25 O 23.47 16.37 22.09
26 N 28.98 17.83 20.24
27 N 23.21 21.00 23.73
28 N 32.32 11.80 17.92
29 N 27.25 10.79 25.09
30 N 19.29 19.68 27.29
31 N 21.32 15.19 23.05
32 C 17.71 15.87 18.96
33 C 13.25 14.84 26.06
34 C 28.04 12.48 26.84
35 C 19.46 24.23 28.70
36 C 19.63 13.24 30.97
37 C 31.73 10.25 16.24
38 C 19.41 13.76 24.54
39 C 27.76 9.86 18.08
40 C 18.19 9.44 20.05
41 C 17.47 15.45 17.52
42 C 30.24 15.96 21.39
43 C 31.16 11.37 17.17
44 C 18.53 20.62 28.12
45 C 27.11 11.30 26.48
46 C 23.43 22.29 21.63
47 C 31.27 17.52 19.59
48 C 19.26 21.97 27.98
49 C 24.59 17.60 28.25
50 C 27.26 10.06 27.39
51 C 24.08 23.31 23.90
52 C 22.55 14.30 20.61
53 C 28.83 14.00 28.49
54 C 30.05 16.83 20.12
55 C 27.13 17.04 15.09
56 C 18.33 12.52 30.72
57 C 16.88 10.10 20.30
58 C 23.18 22.33 23.16
59 C 22.96 7.62 23.92
60 C 26.83 18.49 14.64
61 C 29.98 10.90 18.03
62 C 18.57 20.08 29.55
63 C 22.85 21.20 19.63
64 C 31.48 13.96 21.94
65 H 18.82 10.04 19.40
66 H 13.94 14.10 26.47
67 H 24.83 17.27 27.24
68 H 24.19 20.75 23.63
69 H 25.12 22.98 23.83
70 H 26.68 20.26 15.59
71 H 30.99 18.17 18.76
72 H 32.26 10.62 15.37
73 H 16.79 16.16 17.06
74 H 29.07 12.16 26.65
75 H 30.82 12.17 16.51
76 H 19.28 22.33 26.95
77 H 19.47 14.12 31.61
78 H 26.73 16.34 14.36
79 H 18.01 11.94 31.58
80 H 27.00 11.60 24.54
81 H 21.44 12.75 31.48
82 H 17.51 13.19 30.46
83 H 28.68 14.86 27.83
84 H 32.87 12.39 17.31
85 H 26.60 9.20 27.29
86 H 28.13 17.30 20.38
87 H 18.99 24.75 27.86
88 H 26.09 11.67 26.61
89 H 29.85 13.70 28.25
90 H 29.79 16.12 19.33
91 H 18.45 15.45 17.04
92 H 22.08 7.21 24.40
93 H 31.91 12.40 18.63
94 H 30.97 9.63 15.78
95 H 26.85 10.04 17.50
96 H 17.49 20.60 27.80
97 H 27.02 10.28 28.43
98 H 13.60 15.23 25.10
99 H 25.82 18.56 14.24
100 H 18.80 9.37 20.95
101 H 29.28 15.49 21.61
102 H 32.07 14.25 22.81
103 H 27.77 10.33 19.06
104 H 18.41 15.19 19.45
105 H 18.51 11.71 30.02
106 H 29.59 11.73 18.61
107 H 20.54 24.18 28.53
108 H 16.99 14.47 17.50
109 H 18.76 18.82 27.35
110 H 16.82 15.88 19.59
111 H 32.00 13.10 21.52
112 H 26.44 10.20 25.00
113 H 23.17 21.15 24.72
114 H 30.37 10.20 18.78
115 H 18.28 19.03 29.54
116 H 15.54 10.06 21.64
117 H 20.07 13.67 30.07
118 H 27.79 8.78 18.23
119 H 28.76 14.46 29.48
120 H 24.05 19.39 28.87
121 H 22.21 22.82 23.26
122 H 19.59 20.17 29.92
123 H 17.00 11.17 20.45
124 H 23.75 23.34 24.94
125 H 25.52 17.88 28.75
126 H 27.74 13.24 26.13
127 H 26.50 16.78 15.94
128 H 27.54 18.78 13.87
129 H 30.54 13.59 22.33
130 H 23.90 24.28 23.42
131 H 31.68 18.16 20.37
132 H 13.24 15.64 26.80
133 H 23.35 8.40 24.58
134 H 16.33 9.98 19.37
135 H 20.13 19.43 27.79
136 H 23.88 20.89 19.46
137 H 22.57 22.10 19.10
138 H 23.31 23.27 21.17
139 H 32.42 9.64 16.82
140 H 17.88 20.61 30.21
141 H 18.03 8.46 19.60
142 H 28.16 16.85 15.38
143 H 30.52 16.59 22.23
144 H 22.67 7.97 22.93
145 H 17.97 17.63 18.34
146 H 11.40 15.07 25.58
147 H 22.27 20.39 19.18
148 H 28.30 9.73 27.33
149 H 32.06 16.80 19.35
150 H 24.11 16.85 28.88
151 H 28.84 18.23 19.32
152 H 24.47 21.98 21.49
153 H 20.33 21.87 28.15
154 H 19.27 24.73 29.65
155 H 23.67 6.05 23.10

Mulliken atomic charge list, values in e, 8 entries: 1.810 0.825 1.078 -0.168 -0.228 -0.216 -0.176 -0.198